No. 1
60
Properties=species:S:1:pos:R:3 method="wB97M-V/def2-TZVPD" smiles=CC(C)O.CC(C)O.CC(C)O.CC(C)O.CO.CO homo_lumo_gap_ev=10.46 e_above_lowest_kj_mol=299.9 e_tot_ev=-27448.9967
C -14.669 -28.462 -30.154
C -14.960 -27.071 -29.762
C -16.045 -26.468 -30.614
O -15.424 -27.070 -28.446
H -14.127 -28.555 -31.095
H -15.643 -28.942 -30.252
H -14.007 -29.037 -29.507
H -14.083 -26.427 -29.705
H -16.258 -25.418 -30.414
H -16.915 -27.121 -30.541
H -15.664 -26.414 -31.634
H -15.213 -26.233 -28.026
C -15.553 -25.363 -25.158
C -14.265 -24.706 -25.811
C -13.216 -24.140 -24.806
O -13.651 -25.603 -26.662
H -16.258 -25.693 -25.921
H -16.087 -24.694 -24.484
H -15.285 -26.159 -24.464
H -14.561 -23.842 -26.405
H -13.134 -24.699 -23.874
H -13.390 -23.159 -24.362
H -12.287 -23.890 -25.319
H -13.149 -26.252 -26.164
C -19.039 -29.056 -30.796
C -19.444 -30.427 -30.132
C -18.293 -31.320 -29.719
O -20.292 -30.238 -29.086
H -18.387 -29.204 -31.656
H -18.700 -28.261 -30.132
H -19.982 -28.727 -31.232
H -19.906 -31.090 -30.864
H -17.578 -31.137 -30.521
H -18.505 -32.385 -29.627
H -17.830 -31.148 -28.747
H -19.804 -29.653 -28.501
C -13.232 -34.336 -28.847
C -14.328 -33.271 -29.221
C -15.674 -33.563 -28.554
O -13.785 -31.956 -29.047
H -13.053 -34.256 -27.775
H -12.245 -34.151 -29.270
H -13.506 -35.380 -28.998
H -14.519 -33.392 -30.287
H -15.592 -33.333 -27.491
H -15.869 -34.634 -28.486
H -16.501 -33.163 -29.140
H -14.370 -31.536 -28.412
C -13.308 -31.808 -25.128
O -13.718 -31.213 -23.917
H -12.981 -32.766 -24.723
H -14.187 -31.901 -25.765
H -12.495 -31.229 -25.567
H -13.018 -31.236 -23.261
C -16.533 -29.614 -26.059
O -15.732 -29.812 -27.187
H -16.138 -28.731 -25.556
H -17.588 -29.491 -26.301
H -16.377 -30.422 -25.343
H -15.911 -29.130 -27.839

---

No. 2
11
Properties=species:S:1:pos:R:3 method="wB97M-V/def2-TZVPD" smiles="FC(F)=S.C=C=C" homo_lumo_gap_ev=9.46 e_above_lowest_kj_mol=318.5 e_tot_ev=-20479.4279
F 0.805 -1.030 -2.074
C -0.402 -0.701 -1.669
F -0.711 -1.558 -0.727
S -1.560 -0.045 -2.504
C -0.022 -0.172 2.059
C 0.245 0.309 0.887
C 0.479 1.058 -0.151
H 0.376 0.381 3.026
H -0.641 -0.970 2.298
H 1.373 0.790 -0.620
H 0.056 1.938 -0.526

---

No. 3
16
Properties=species:S:1:pos:R:3 method="wB97M-V/def2-TZVPD" homo_lumo_gap_ev="6.87 / 9.00" e_above_lowest_kj_mol=337.2 e_tot_ev=-20353.5043
C 1.107 -0.878 -0.290
C 0.406 1.451 0.223
C -0.203 0.302 1.053
C 1.933 -2.026 -0.730
C -2.732 0.813 -0.107
N 0.375 -0.879 0.844
F -0.752 0.530 2.196
S 1.279 0.636 -1.107
H -0.387 2.187 -0.062
H 0.986 2.210 0.905
H 1.440 -2.919 -0.643
H 2.760 -2.063 -0.114
H 2.223 -1.941 -1.703
H -3.341 0.097 -0.600
H -2.010 1.316 -0.716
H -3.084 1.164 0.852